Model P:
An isolated molecule of C2H3NOS. Source: the OMol25 dataset; level of theory: wB97M-V/def2-TZVPD.

Properties
Frontier orbital gap   7.83 eV
LUMO energy   -1.50 eV
2S+1   1
E_HOMO   -9.325 eV

Element x y z (Å)
C 1.2578 0.2011 0.1694
C 0.1467 -0.4486 -0.1795
N -1.0956 0.2292 -0.0810
O -1.0600 1.4308 -0.0233
S -2.5164 -0.7302 0.0433
H 2.1853 -0.4427 0.0613
H 1.1535 1.1601 0.4694
H -0.0714 -1.3998 -0.4596

---

Model Q:
An isolated molecule of C2H3NOS. Source: the OMol25 dataset; level of theory: wB97M-V/def2-TZVPD.

Properties
Frontier orbital gap   10.74 eV
LUMO energy   0.38 eV
2S+1   1
E_HOMO   -10.356 eV

Element x y z (Å)
C 0.6739 -0.3364 0.9515
C -0.3921 0.2218 0.2723
N 1.6011 -0.5378 1.5761
O -1.1839 -1.0210 -0.3811
S 0.1259 1.5749 -0.8441
H -1.0545 0.7744 0.9336
H -0.5071 -1.4579 -0.8020
H 0.7366 0.7820 -1.7062

---

Model R:
An isolated molecule of C2H3NOS. Source: the OMol25 dataset; level of theory: wB97M-V/def2-TZVPD.

Properties
Frontier orbital gap (alpha / beta)   7.55 / 7.78 eV
LUMO energy (alpha / beta)   -0.74 / -0.72 eV
2S+1   1
E_HOMO (alpha / beta)   -8.291 / -8.495 eV

Element x y z (Å)
C 0.3235 0.9779 -1.0579
C -0.4990 0.0859 0.8420
N -0.6116 0.7508 -0.2936
O 0.0429 -2.6764 1.1828
S 0.2482 -1.4802 0.3232
H 0.2213 1.1794 -2.1043
H 1.3882 1.0669 -0.6937
H -1.1135 0.0958 1.8015

---

Energies, relative to the best one, in kcal/mol: model P 44.2; model Q 0.0; model R 34.9.